# 1
ORCA calculation (ωB97M-V/def2-TZVPD) on one molecule with the formula C4H9NO3.

Geometry as ORCA input:
```
! RIJCOSX wB97M-V def2-TZVPD def2/J DEFGRID3
* xyz 0 1
C 0.45 -0.38 -1.05
C -0.71 -1.10 -0.43
C -0.35 0.24 0.10
C -1.11 1.54 -0.02
H 2.68 -0.40 -1.38
H 1.95 -0.22 0.53
H 0.37 0.03 -2.11
H -1.80 -1.26 -0.77
H 0.60 -2.34 0.23
H 0.59 -0.81 1.60
H -0.33 2.41 0.08
H -1.68 1.62 -0.94
H -0.85 1.79 1.83
N 1.83 -0.73 -0.57
O -0.29 -2.16 0.45
O 0.51 0.11 1.20
O -1.88 1.65 1.23
*
```

Results
- Energy relative to the best compared isomer or geometry (same formula, charge and spin): 141.74 kcal/mol
- SMILES string: N[C@H]1[C@@H](O)[C@]1(O)CO
- Kohn-Sham gap: 9.518 eV
- Highest occupied orbital energy: -8.98 eV

***

# 2
ORCA calculation (ωB97M-V/def2-TZVPD) on C4H9NO3 as an isolated structure.

Geometry as ORCA input:
```
! RIJCOSX wB97M-V def2-TZVPD def2/J DEFGRID3
* xyz 0 1
C 1.49 -0.14 0.41
C -2.03 1.39 0.69
C 1.70 -1.36 -0.48
N -0.48 0.46 -1.51
C -1.25 0.13 0.69
O -1.27 -0.47 -1.06
O 0.41 0.72 0.02
O -1.15 -0.77 1.43
H 0.24 -0.01 -2.09
H 2.40 0.48 0.44
H 1.27 -0.47 1.43
H -1.85 1.96 -0.22
H -1.73 1.97 1.56
H -3.09 1.12 0.77
H 2.49 -1.98 -0.05
H 2.03 -1.08 -1.48
H 0.79 -1.95 -0.55
*
```

Results
- Energy relative to the best compared isomer or geometry (same formula, charge and spin): 139.44 kcal/mol
- Kohn-Sham gap (alpha / beta): 9.465 / 9.466 eV
- Highest occupied orbital energy (alpha / beta): -9.16 / -9.16 eV

***

# 3
ORCA calculation (ωB97M-V/def2-TZVPD) on a 2-piece molecular cluster, C4H9NO3 overall.

Geometry as ORCA input:
```
! RIJCOSX wB97M-V def2-TZVPD def2/J DEFGRID3
* xyz 0 1
C 1.16 -1.34 0.63
N 0.68 0.05 0.60
C -0.76 0.23 0.93
C -1.76 -0.66 0.80
H 1.22 0.63 1.23
H -0.87 1.03 1.66
H 0.79 -1.89 1.49
H 0.74 -1.81 -0.25
H 2.25 -1.35 0.58
H -1.70 -1.50 0.13
H -2.74 -0.42 1.18
C 0.81 0.96 -1.25
O 0.86 2.25 -0.87
O -0.87 0.59 -1.37
O 1.36 0.56 -2.24
H -0.01 2.64 -1.14
H -1.14 0.03 -2.11
*
```

Results
- Energy relative to the best compared isomer or geometry (same formula, charge and spin): 101.73 kcal/mol
- SMILES string: O=C(O)O.C=CNC
- Kohn-Sham gap: 9.197 eV
- Highest occupied orbital energy: -8.59 eV

***

# 4
ORCA calculation (ωB97M-V/def2-TZVPD) on a 2-piece molecular cluster, C4H9NO3 overall.

Geometry as ORCA input:
```
! RIJCOSX wB97M-V def2-TZVPD def2/J DEFGRID3
* xyz 0 1
O -1.32 0.97 -3.00
C -0.35 0.82 -2.31
C -0.01 -0.51 -1.64
C -1.21 -0.93 -0.75
C -0.91 -1.64 0.53
O -1.76 -1.98 1.31
N 1.26 -0.46 -0.97
H 0.37 1.65 -2.20
H 0.08 -1.26 -2.42
H -1.84 -0.06 -0.53
H -1.92 -1.55 -1.31
H 0.15 -1.84 0.77
H 1.45 0.23 -0.27
H 2.04 -0.94 -1.39
H 3.56 2.42 5.81
H 2.15 2.86 5.41
O 3.06 2.86 5.09
*
```

Results
- Energy relative to the best compared isomer or geometry (same formula, charge and spin): 54.01 kcal/mol
- SMILES string: N[C@H](C=O)CC=O.O
- Kohn-Sham gap: 9.796 eV
- Highest occupied orbital energy: -9.22 eV